Entry 1:
Here is a structure of composition C7H15AsBiN2O3Se in a non-equilibrium geometry from the OMol25 dataset. Energies are from ωB97M-V/def2-TZVPD.

As for the total energy: -5462.6278 a.u. For the HOMO-LUMO gap (alpha / beta), the calculation gives 4.270 / 4.209 eV. As for the HOMO energy (alpha / beta): -3.803 / -3.802 eV. Its relative energy (zero: lowest compared OMol25 entry of this formula, charge and spin) is 0.0 kJ/mol. The charge is -1.

Element x y z (Å)
Bi: -0.397 0.726 -1.276
N: -2.554 3.502 0.896
C: -2.610 3.315 -0.481
C: -1.490 3.981 -1.277
C: -1.322 3.368 -2.665
O: -1.384 4.145 -3.636
O: -0.804 2.132 -2.859
H: -2.243 2.781 1.484
H: -3.332 3.897 1.451
H: -3.581 3.678 -0.877
H: -2.632 2.233 -0.706
H: -0.473 3.804 -0.885
H: -1.704 5.040 -1.416
C: 2.590 -3.944 0.219
As: 1.256 -2.627 -0.356
C: 2.281 -2.306 -2.096
C: 1.526 -1.779 1.288
H: 3.649 -3.855 -0.141
H: 2.236 -4.926 -0.076
H: 2.544 -3.892 1.262
H: 1.704 -1.535 -2.673
H: 2.490 -3.171 -2.783
H: 3.322 -2.021 -1.941
H: 2.144 -2.390 1.937
H: 0.603 -1.406 1.785
H: 2.126 -0.930 1.103
Se: -2.158 -1.258 4.205
C: -1.142 -2.177 5.322
N: -0.532 -2.749 6.197
O: -0.112 -1.635 -1.005

---

Entry 2:
Here is a cluster of 2 separate species, C12H14ClN2 in total in a non-equilibrium geometry from the OMol25 dataset. Energies are from ωB97M-V/def2-TZVPD.

As for the total energy: -1035.2051 a.u. For the HOMO-LUMO gap, the calculation gives 5.062 eV. As for the HOMO energy: -2.389 eV. Its relative energy (zero: lowest compared OMol25 entry of this formula, charge and spin) is 147.6 kJ/mol. The charge is -1.

Element x y z (Å)
C: 2.785 -2.181 -3.742
N: 1.635 -1.644 -2.871
C: 1.268 -2.521 -1.962
C: 0.600 -2.043 -0.779
C: 0.400 -0.543 -0.612
C: 1.061 0.288 -1.601
C: 1.730 -0.293 -2.654
C: -0.368 0.157 0.480
C: -0.900 -0.674 1.631
C: -1.565 -0.094 2.683
N: -1.694 1.325 2.545
C: -1.278 2.220 1.573
C: -0.604 1.653 0.488
C: -2.184 1.995 3.760
H: 2.387 -2.663 -4.594
H: 3.353 -3.038 -3.367
H: 3.540 -1.658 -3.902
H: 1.406 -3.388 -2.142
H: 0.222 -2.857 -0.133
H: 1.021 1.407 -1.434
H: 2.040 0.213 -3.426
H: -0.589 -1.663 1.539
H: -2.103 -0.580 3.495
H: -1.392 3.228 1.772
H: -0.199 2.358 -0.424
H: -2.967 1.496 4.402
H: -2.645 2.997 3.613
H: -1.404 2.256 4.588
Cl: -3.556 4.240 1.083

---

Entry 3:
Here is a structure of composition C23H34AsI2N3Pd in a non-equilibrium geometry from the OMol25 dataset. Energies are from ωB97M-V/def2-TZVPD.

As for the total energy: -4019.4882 a.u. The multiplicity is 3. For the HOMO-LUMO gap (alpha / beta), the calculation gives 6.770 / 5.248 eV. As for the HOMO energy (alpha / beta): -12.343 / -13.219 eV. Its relative energy (zero: lowest compared OMol25 entry of this formula, charge and spin) is 0.0 kJ/mol. The charge is +2.

Element x y z (Å)
Pd: 0.438 0.151 0.905
I: 4.117 0.672 0.351
C: 3.280 2.546 -0.327
I: 1.455 3.393 0.374
H: 3.097 2.427 -1.374
H: 4.048 3.331 -0.158
C: 2.338 1.460 3.533
C: 0.943 1.030 3.750
N: 0.094 0.410 2.936
C: -1.072 0.201 3.604
C: -0.917 0.669 4.879
N: 0.353 1.178 4.942
H: 2.971 0.570 3.453
H: 2.676 2.161 4.324
H: 2.420 1.973 2.551
H: -1.922 -0.307 3.134
H: -1.536 0.672 5.716
H: 0.770 1.594 5.753
C: -2.596 2.068 0.184
As: -1.246 0.844 -0.595
C: -2.493 -0.662 -0.794
C: -0.925 1.221 -2.550
C: -1.983 2.091 -3.185
C: -3.081 1.509 -3.880
C: -4.011 2.312 -4.508
C: -3.809 3.681 -4.503
C: -2.729 4.256 -3.874
C: -1.866 3.490 -3.090
H: -3.570 1.625 0.109
H: -2.512 3.009 -0.356
H: -2.313 2.237 1.245
H: -3.226 -0.379 -1.586
H: -3.009 -0.829 0.177
H: -1.923 -1.529 -1.058
H: -0.753 0.225 -2.977
H: 0.002 1.798 -2.522
H: -3.200 0.427 -3.976
H: -4.911 1.918 -5.001
H: -4.539 4.260 -5.074
H: -2.548 5.318 -3.917
H: -1.144 3.924 -2.345
C: 1.521 -4.843 1.688
N: 1.087 -3.426 1.982
C: 2.199 -2.482 2.350
C: 0.191 -2.884 0.951
C: 0.907 -2.419 -0.297
C: 1.456 -3.388 -1.159
C: 2.195 -3.005 -2.276
C: 2.241 -1.666 -2.634
C: 1.680 -0.722 -1.823
C: 1.100 -1.065 -0.603
H: 2.214 -5.137 2.488
H: 2.060 -4.971 0.706
H: 0.655 -5.486 1.678
H: 0.555 -3.432 2.875
H: 2.902 -2.490 1.501
H: 2.681 -2.958 3.190
H: 1.675 -1.536 2.485
H: -0.358 -2.064 1.357
H: -0.548 -3.649 0.718
H: 1.234 -4.469 -1.011
H: 2.625 -3.831 -2.855
H: 2.728 -1.348 -3.541
H: 1.837 0.322 -2.041

---

Entry 4:
Here is an isolated molecule of C3H7N3 in a non-equilibrium geometry from the OMol25 dataset. Energies are from ωB97M-V/def2-TZVPD.

As for the total energy: -282.6492 a.u. For the HOMO-LUMO gap, the calculation gives 9.988 eV. As for the HOMO energy: -9.145 eV. Its relative energy (zero: lowest compared OMol25 entry of this formula, charge and spin) is 328.4 kJ/mol.

Element x y z (Å)
C: -0.376 0.046 -0.734
C: 0.099 0.332 1.542
C: 1.399 -0.080 0.959
H: -1.136 -1.364 0.648
H: -1.238 -1.993 -1.081
H: -0.307 1.487 -1.782
H: -0.751 -0.259 1.736
H: 0.059 1.066 2.308
H: 1.545 -1.121 0.742
H: 2.418 0.581 0.926
N: -0.774 -1.192 -0.430
N: -0.764 0.604 -1.815
N: 0.492 0.562 0.230

---

Entry 5:
Here is a cluster of 2 separate species, CH3N5O2 in total in a non-equilibrium geometry from the OMol25 dataset. Energies are from ωB97M-V/def2-TZVPD.

As for the total energy: -463.8808 a.u. The multiplicity is 3. For the HOMO-LUMO gap (alpha / beta), the calculation gives 7.795 / 7.305 eV. As for the HOMO energy (alpha / beta): -7.415 / -9.332 eV. Its relative energy (zero: lowest compared OMol25 entry of this formula, charge and spin) is 0.0 kJ/mol.

Element x y z (Å)
C: -0.680 0.649 -0.318
N: -0.090 2.638 -1.374
N: -0.978 -3.638 0.094
N: 0.247 1.619 -0.627
N: -1.888 -3.028 0.102
N: -1.732 0.973 0.419
O: -2.806 -2.361 0.062
O: -2.208 0.260 1.243
H: -0.447 -0.450 -0.357
H: 0.741 3.324 -1.421
H: -1.866 1.989 0.367

---

Entry 6:
Here is an isolated molecule of C13H12F2N2O2S from the OMol25 dataset. Energies are from ωB97M-V/def2-TZVPD.

As for the total energy: -1360.4828 a.u. For the HOMO-LUMO gap, the calculation gives 10.205 eV. As for the HOMO energy: -9.647 eV.

Element x y z (Å)
O: -0.510 0.850 -1.934
S: -0.802 -0.265 -1.083
O: -0.565 -1.595 -1.560
N: -0.031 -0.005 0.376
H: 0.554 0.815 0.316
C: 0.633 -1.128 1.005
H: 0.852 -0.850 2.039
C: 1.927 -1.554 0.291
C: 2.869 -0.391 0.185
N: 3.706 -0.209 1.199
C: 4.527 0.825 1.168
C: 4.556 1.747 0.133
C: 3.678 1.565 -0.925
C: 2.820 0.478 -0.903
H: 2.122 0.304 -1.709
H: 3.661 2.258 -1.754
H: 5.243 2.578 0.153
H: 5.190 0.916 2.019
H: 2.397 -2.347 0.872
H: 1.668 -1.925 -0.701
H: -0.079 -1.954 0.996
C: -2.510 -0.151 -0.548
C: -3.066 1.103 -0.388
C: -4.368 1.200 0.068
C: -5.092 0.046 0.360
C: -4.523 -1.205 0.191
C: -3.219 -1.301 -0.267
H: -2.748 -2.257 -0.425
H: -5.109 -2.081 0.418
F: -6.352 0.142 0.805
F: -4.930 2.404 0.232
H: -2.497 1.985 -0.632

---

Entry 7:
Here is a cluster of 2 separate species, C4H12O2 in total in a non-equilibrium geometry from the OMol25 dataset. Energies are from ωB97M-V/def2-TZVPD.

As for the total energy: -310.0360 a.u. For the HOMO-LUMO gap, the calculation gives 11.240 eV. As for the HOMO energy: -10.340 eV. Its relative energy (zero: lowest compared OMol25 entry of this formula, charge and spin) is 97.1 kJ/mol.

Element x y z (Å)
C: -0.874 1.206 -3.850
O: 0.000 0.358 -4.592
C: -1.053 0.762 -2.406
H: -0.358 2.174 -3.860
H: -1.755 1.398 -4.456
H: -0.359 -0.520 -4.778
H: -0.231 0.091 -2.154
H: -0.879 1.607 -1.742
H: -1.995 0.248 -2.230
C: 0.655 -1.126 2.690
O: 1.711 -2.085 2.729
C: 0.594 -0.161 3.882
H: 0.766 -0.585 1.750
H: -0.296 -1.661 2.819
H: 2.206 -1.920 3.549
H: 1.446 0.523 3.865
H: -0.324 0.407 3.967
H: 0.748 -0.715 4.817

---

Entry 8:
Here is an isolated molecule of C5H7N3O in a non-equilibrium geometry from the OMol25 dataset. Energies are from ωB97M-V/def2-TZVPD.

As for the total energy: -434.0125 a.u. For the HOMO-LUMO gap (alpha / beta), the calculation gives 8.749 / 8.748 eV. As for the HOMO energy (alpha / beta): -8.256 / -8.256 eV. Its relative energy (zero: lowest compared OMol25 entry of this formula, charge and spin) is 608.6 kJ/mol.

Element x y z (Å)
C: 2.170 -1.360 -0.098
C: 0.416 0.442 0.100
C: -1.809 1.107 -0.838
C: -1.014 0.309 0.120
C: -1.531 -1.038 0.580
N: 3.003 -0.455 -0.057
N: 1.340 1.253 0.143
N: 2.650 0.848 -0.022
O: -1.771 1.444 0.512
H: 2.246 -2.410 -0.211
H: -1.307 1.793 -1.511
H: -2.747 0.703 -1.202
H: -1.073 -1.310 1.529
H: -1.285 -1.799 -0.159
H: -2.609 -0.995 0.711
H: 3.321 1.469 0.403

---

Entry 9:
Here is a structure of composition C4H4BrO4S2 in a non-equilibrium geometry from the OMol25 dataset. Energies are from ωB97M-V/def2-TZVPD.

As for the total energy: -3826.2247 a.u. For the HOMO-LUMO gap, the calculation gives 8.055 eV. As for the HOMO energy: -5.010 eV. Its relative energy (zero: lowest compared OMol25 entry of this formula, charge and spin) is 55.4 kJ/mol. The charge is -1.

Element x y z (Å)
C: 0.614 -1.047 -0.118
C: -0.456 -1.823 0.079
C: 0.329 0.516 -0.007
C: -1.183 0.607 0.161
O: 2.514 1.459 1.386
O: 0.187 2.110 2.023
O: 1.014 -0.211 2.486
O: -1.694 1.542 0.913
S: -1.972 -1.064 0.380
S: 1.153 1.029 1.646
Br: -1.866 1.179 -1.923
H: 1.523 -1.426 -0.053
H: -0.464 -2.880 -0.031
H: 0.747 1.158 -0.742
H: -0.863 1.984 1.413

---

Entry 10:
Here is a structure of composition C28H19BeN6STe from the OMol25 dataset. Energies are from ωB97M-V/def2-TZVPD.

As for the total energy: -2087.6211 a.u. For the HOMO-LUMO gap, the calculation gives 5.740 eV. As for the HOMO energy: -10.470 eV. Its relative energy (zero: lowest compared OMol25 entry of this formula, charge and spin) is 371.9 kJ/mol. The charge is +1.

Element x y z (Å)
Be: 0.193 -0.530 -0.432
N: -1.867 -1.933 2.449
C: -2.649 -0.858 2.963
C: -3.807 -1.141 3.665
C: -4.576 -0.091 4.150
C: -4.201 1.221 3.904
C: -3.051 1.496 3.176
C: -2.264 0.449 2.726
S: -0.718 0.733 1.940
N: -0.641 -0.678 0.942
C: -1.077 -1.839 1.375
C: -0.158 -3.019 -0.767
C: -0.372 -4.159 -1.467
C: 0.356 -4.616 -2.648
C: 1.064 -3.849 -3.470
C: 1.086 -2.376 -3.437
N: 0.808 -1.543 -2.524
H: -2.178 -2.842 2.752
H: -4.102 -2.168 3.840
H: -5.473 -0.304 4.714
H: -4.805 2.037 4.276
H: -2.758 2.519 2.976
H: -1.070 -4.863 -1.042
H: 0.346 -5.688 -2.806
H: 1.602 -4.306 -4.291
H: 1.369 -1.893 -4.369
N: 0.448 -1.842 -1.202
C: -0.631 -3.066 0.637
C: -0.483 -4.268 1.281
C: -1.075 -4.599 2.543
N: -1.552 -4.848 3.560
C: 0.362 -5.321 0.796
N: 1.055 -6.199 0.527
Te: 0.286 1.412 -1.846
C: 2.341 1.598 -2.186
C: 3.267 0.998 -1.340
C: 4.622 1.177 -1.572
C: 5.046 1.954 -2.641
C: 4.119 2.546 -3.485
C: 2.761 2.368 -3.264
C: 0.022 3.138 -0.674
C: 0.936 3.504 0.308
C: 0.715 4.652 1.052
C: -0.417 5.424 0.823
C: -1.324 5.057 -0.158
C: -1.102 3.914 -0.918
H: 2.942 0.382 -0.510
H: 5.346 0.709 -0.919
H: 6.103 2.094 -2.818
H: 4.451 3.146 -4.322
H: 2.043 2.829 -3.931
H: 1.824 2.910 0.488
H: 1.428 4.947 1.810
H: -0.585 6.320 1.405
H: -2.199 5.664 -0.346
H: -1.808 3.642 -1.694

---

Entry 11:
Here is the ion C18H33NO2P with charge +1 from the OMol25 dataset. Energies are from ωB97M-V/def2-TZVPD.

As for the total energy: -1252.0030 a.u. For the HOMO-LUMO gap, the calculation gives 8.754 eV. As for the HOMO energy: -11.705 eV. The charge is +1.

Element x y z (Å)
C: -2.342 -0.088 -2.457
O: -2.322 -0.748 -3.688
C: -2.035 -2.136 -3.594
C: -0.562 -2.412 -3.914
C: 0.117 -3.454 -3.005
C: 1.428 -2.957 -2.378
C: 1.717 -3.575 -1.011
C: 0.807 -3.074 0.115
C: 0.893 -1.577 0.419
C: 1.923 -1.279 1.510
C: 2.463 0.137 1.544
N: 1.469 1.231 1.932
C: 0.544 1.700 0.820
C: -0.132 2.968 1.247
C: 0.659 4.116 1.292
C: 0.146 5.319 1.713
C: -1.188 5.375 2.087
C: -1.979 4.242 2.026
C: -1.477 3.017 1.608
C: -2.400 1.831 1.565
P: 0.544 0.838 3.421
O: -0.563 -0.079 3.156
H: -2.467 0.973 -2.660
H: -3.165 -0.432 -1.824
H: -1.400 -0.233 -1.905
H: -2.701 -2.644 -4.289
H: -2.276 -2.496 -2.589
H: -0.051 -1.452 -3.840
H: -0.476 -2.713 -4.957
H: 0.333 -4.348 -3.588
H: -0.577 -3.751 -2.219
H: 2.257 -3.193 -3.045
H: 1.401 -1.868 -2.323
H: 2.763 -3.403 -0.748
H: 1.572 -4.652 -1.093
H: 1.031 -3.626 1.030
H: -0.227 -3.322 -0.128
H: 1.150 -1.010 -0.477
H: -0.085 -1.224 0.746
H: 1.527 -1.578 2.481
H: 2.804 -1.904 1.345
H: 2.837 0.427 0.564
H: 3.282 0.226 2.255
H: 2.026 2.060 2.163
H: -0.157 0.905 0.602
H: 1.190 1.865 -0.039
H: 1.693 4.074 0.964
H: 0.763 6.205 1.731
H: -1.627 6.307 2.414
H: -3.021 4.307 2.304
H: -2.201 1.169 0.726
H: -3.424 2.180 1.460
H: -2.340 1.241 2.478
H: 0.242 2.128 3.860
H: 1.615 0.385 4.195

---

Entry 12:
Here is a cluster of 4 separate species, C4H15NO3 in total in a non-equilibrium geometry from the OMol25 dataset. Energies are from ωB97M-V/def2-TZVPD.

As for the total energy: -441.7839 a.u. For the HOMO-LUMO gap, the calculation gives 9.007 eV. As for the HOMO energy: -8.166 eV. Its relative energy (zero: lowest compared OMol25 entry of this formula, charge and spin) is 257.4 kJ/mol.

Element x y z (Å)
C: 2.106 1.041 1.805
C: 1.152 1.700 0.768
C: 1.148 0.849 -0.519
C: 1.845 -0.199 -0.919
N: 1.770 -0.746 -2.200
H: 2.224 -0.065 1.862
H: 2.191 1.552 2.791
H: 3.006 1.472 1.211
H: 0.177 1.729 1.225
H: 1.517 2.769 0.539
H: 0.548 1.403 -1.402
H: 2.513 -0.868 -0.315
H: 2.681 -0.910 -2.621
H: 1.011 -0.302 -2.789
H: -1.000 5.059 3.264
H: -0.091 5.173 4.402
O: -0.074 5.219 3.443
H: -6.410 -1.361 -1.955
H: -6.323 -2.736 -2.824
O: -6.385 -1.707 -2.918
H: -1.330 -6.979 -0.516
H: -0.825 -5.707 -1.155
O: -1.450 -6.385 -1.177